No. 1
{
  "formula": "C4H13NS",
  "method": "the ωB97M-V functional and the def2-TZVPD basis",
  "species": ["C", "C", "N", "H", "H", "H", "H", "H", "H", "H", "C", "S", "C", "H", "H", "H", "H", "H", "H"],
  "positions_angstrom": [[-1.16320, 0.67288, 0.75556], [-2.01090, -0.51174, 0.29904], [-3.30262, -0.04276, -0.17154], [-0.91333, 1.25065, -0.13904], [-0.23033, 0.36781, 1.22750], [-1.73276, 1.29042, 1.44945], [-2.17497, -1.18698, 1.13869], [-1.46709, -1.07820, -0.45979], [-3.32029, 0.80797, -0.70461], [-3.86570, -0.76891, -0.57997], [1.68495, -1.14778, -1.02726], [2.34293, -0.78356, 0.62023], [2.81616, 0.94215, 0.38931], [1.03644, -2.00975, -0.90407], [1.03888, -0.31560, -1.32305], [2.47686, -1.33016, -1.74072], [3.31602, 1.23143, 1.30507], [1.94110, 1.56444, 0.27764], [3.52785, 1.04767, -0.41244]],
  "lumo_ev": 1.0,
  "multiplicity": 1,
  "energy_ha": -613.12035,
  "de_lowest_kcal_mol": 5.4,
  "smiles": "CCN.CSC",
  "fmax_ev_per_a": 0.86
}

No. 2
{
  "formula": "C7H7NO5",
  "method": "the ωB97M-V functional and the def2-TZVPD basis",
  "species": ["C", "C", "C", "C", "C", "C", "C", "N", "O", "O", "O", "O", "O", "H", "H", "H", "H", "H", "H", "H"],
  "positions_angstrom": [[0.10131, -0.78121, -1.60502], [-1.07120, -0.48439, 1.77341], [-2.70284, 0.88917, -1.17178], [1.11588, 0.35177, -1.26754], [0.93813, 0.53453, 0.26044], [-0.29383, -0.25417, 0.58155], [1.98160, 0.14468, 1.32115], [-0.69606, -0.94780, -0.58053], [-2.16221, -1.11802, 1.72860], [-1.88043, 1.65749, -1.52667], [-0.04528, -1.24427, -2.73217], [-0.58595, -0.21280, 2.94591], [-3.68475, 0.29521, -0.90681], [2.03997, -0.12647, -1.58615], [0.93946, 1.23587, -1.79237], [0.73191, 1.58608, 0.43007], [1.46452, 0.05434, 2.24402], [2.90904, 0.84199, 1.18130], [2.39002, -0.82562, 1.20175], [-1.48930, -1.59637, -0.49917]],
  "lumo_ev": [5.7, 5.7],
  "multiplicity": 1,
  "energy_ha": -701.84897,
  "de_lowest_kcal_mol": 62.8,
  "total_charge": -2,
  "fmax_ev_per_a": 3.72
}

No. 3
{
  "formula": "C4H6O2",
  "method": "the ωB97M-V functional and the def2-TZVPD basis",
  "species": ["C", "C", "C", "O", "C", "O", "H", "H", "H", "H", "H", "H"],
  "positions_angstrom": [[-0.90156, -1.05473, -0.20547], [0.05711, 0.02476, 0.18493], [1.52750, -0.27612, 0.08962], [1.97271, -1.33667, -0.27008], [-0.33796, 1.42232, 0.02957], [-0.13233, 0.88149, 1.31891], [-0.79566, -1.95087, 0.40476], [-1.92606, -0.67698, -0.16485], [-0.67401, -1.31487, -1.24635], [2.18038, 0.55253, 0.44559], [0.41194, 2.06475, -0.42020], [-1.38204, 1.66439, -0.16643]],
  "lumo_ev": 0.8,
  "multiplicity": 1,
  "energy_ha": -306.43643,
  "de_lowest_kcal_mol": 43.8,
  "smiles": "C[C@@]1(C=O)CO1",
  "fmax_ev_per_a": 0.71
}